No. 1
Molecular formula: C7H6F15HfN2O19S5
Method: DFT, ωB97M-V/def2-TZVPD

Gap between HOMO and LUMO (eV): 7.216
Total charge: -1
Relative energy (zero: lowest compared OMol25 entry of this formula, charge and spin) (kJ/mol): 0.0

CARTESIAN COORDINATES (ANGSTROEM)
H1 -1.64 -2.05 3.63
O1 1.15 3.64 -2.20
S1 -3.15 0.76 -0.57
H2 2.61 -1.39 4.21
O2 1.89 0.20 -0.83
N1 1.41 -1.44 2.56
C1 -4.87 0.25 0.09
O3 3.58 1.91 -1.26
F1 2.20 3.70 3.68
O4 0.62 1.76 0.82
S2 0.17 -2.32 -2.16
O5 2.24 3.66 0.70
H3 -3.24 -2.99 3.38
O6 1.37 -2.87 -2.70
O7 0.06 -2.32 -0.69
O8 -2.59 -3.25 0.92
O9 -0.07 3.94 1.45
H4 -1.72 -3.82 3.13
O10 -0.06 -0.87 -2.37
F2 2.42 1.61 3.13
C2 4.30 -0.62 -1.81
F3 0.51 2.35 3.80
O11 3.82 0.52 0.68
F4 -4.66 -0.64 1.05
N2 -2.14 -2.45 1.70
F5 5.21 -1.28 -1.12
S3 0.26 2.59 -2.64
F6 3.40 -1.36 -2.43
H5 3.22 -0.33 2.82
O12 -2.19 1.14 0.48
O13 -1.55 -1.43 1.37
S4 1.07 3.08 1.33
F7 -5.56 1.29 0.57
F8 4.91 0.05 -2.77
F9 -0.93 4.48 -4.02
O14 -0.29 1.67 -1.60
O15 1.06 -0.70 1.66
Hf1 -0.33 -0.08 -0.16
O16 -3.21 1.71 -1.65
F10 -1.98 3.95 -2.18
O17 -2.43 -0.46 -1.03
F11 -0.95 -4.05 -3.86
C3 -1.30 -3.32 -2.82
F12 -1.66 -4.14 -1.81
C4 -2.19 -2.84 3.14
H6 3.35 -2.07 2.70
O18 0.77 -2.39 2.94
S5 3.34 0.61 -0.68
C5 1.62 2.66 3.10
F13 -2.10 2.68 -3.89
C6 -1.28 3.52 -3.21
F14 -5.62 -0.27 -0.87
O19 0.75 1.82 -3.75
F15 -2.34 -2.53 -3.09
C7 2.76 -1.26 3.14

No. 2
Molecular formula: C26H35NO3SiV
Method: DFT, ωB97M-V/def2-TZVPD

Gap between HOMO and LUMO (spin up / spin down) (eV): 6.408 / 6.790
<S²>: 3.79
Relative energy (zero: lowest compared OMol25 entry of this formula, charge and spin) (kJ/mol): 39.3
Multiplicity: 4

CARTESIAN COORDINATES (ANGSTROEM)
C1 0.60 -1.15 -2.48
H1 4.21 -0.97 1.45
H2 3.33 0.29 -1.00
H3 -2.75 1.89 1.62
C2 -0.41 -1.19 2.73
C3 -5.23 -0.37 2.04
H4 1.47 2.94 0.01
C4 -3.29 0.96 1.58
C5 -1.74 3.70 0.15
H5 -1.42 -1.47 2.99
H6 0.43 -4.29 2.35
H7 0.10 -3.69 0.73
H8 -6.23 -0.49 2.43
H9 -1.19 -2.37 -4.17
C6 0.07 0.08 3.09
H10 6.27 0.76 -3.02
H11 1.77 1.37 3.08
H12 -1.84 0.79 3.80
H13 -1.73 -3.23 -2.74
C7 2.53 -1.18 -3.97
H14 5.60 -0.01 -1.56
H15 -5.05 -2.40 1.34
H16 -5.02 1.71 2.57
C8 5.35 0.53 -2.48
C9 -4.57 -1.43 1.43
H17 -1.38 3.86 1.17
O1 -1.44 -0.90 -1.29
H18 3.77 0.75 1.49
C10 1.40 0.38 2.83
C11 -0.79 1.05 3.86
C12 3.31 -0.53 -2.99
H19 -0.65 2.07 3.50
H20 -2.62 1.78 -2.45
C13 1.78 -1.82 1.98
O2 0.95 -0.17 -0.32
C14 2.27 -0.56 2.28
C15 -0.08 -3.50 1.79
H21 0.91 3.97 -1.32
C16 0.44 -2.14 2.17
H22 4.84 1.46 -2.23
H23 0.65 -1.96 -4.48
Si1 -0.84 2.22 -0.72
O3 4.58 -0.27 -3.35
C17 3.70 -0.20 2.03
H24 -1.57 4.62 -0.41
C18 2.77 -0.22 -1.77
C19 0.93 2.94 -0.94
C20 -4.56 0.85 2.11
N1 -2.64 -0.06 0.97
H25 4.24 -0.07 2.97
H26 1.51 2.33 -1.65
H27 -1.01 1.64 -3.18
H28 -2.60 -1.79 -3.27
C21 -1.62 -2.24 -3.18
H29 2.44 -2.56 1.55
C22 1.23 -1.48 -3.71
H30 -2.82 3.54 0.18
H31 -1.15 -3.59 1.98
C23 1.41 -0.50 -1.47
C24 -0.79 -1.39 -2.26
H32 2.98 -1.41 -4.93
C25 -1.62 2.23 -2.48
V1 -0.84 -0.03 0.22
C26 -3.31 -1.24 0.92
H33 -2.79 -2.05 0.42
H34 -0.50 1.03 4.91
H35 -1.72 3.24 -2.88

No. 3
Molecular formula: C3H7O4PS
Method: DFT, ωB97M-V/def2-TZVPD

Gap between HOMO and LUMO (eV): 8.934
Relative energy (zero: lowest compared OMol25 entry of this formula, charge and spin) (kJ/mol): 145.9

CARTESIAN COORDINATES (ANGSTROEM)
H1 2.86 1.48 -0.85
H2 -0.04 -2.00 0.75
C1 1.81 1.47 -0.97
O1 -3.69 0.84 1.04
H3 1.69 -0.58 -0.61
O2 -2.01 1.87 -0.33
H4 -1.50 -2.79 1.29
H5 1.58 2.50 -1.17
C2 -1.17 -1.83 0.89
O3 -0.20 0.05 -0.80
S1 -3.31 1.21 -0.28
H6 -0.79 0.81 -0.71
P1 -1.68 -1.72 -0.93
C3 1.14 0.34 -0.77
H7 -1.65 -1.02 1.39
O4 -2.64 -0.59 -1.20

No. 4
Molecular formula: CH2N2O2S
Method: DFT, ωB97M-V/def2-TZVPD

Gap between HOMO and LUMO (eV): 10.686
Relative energy (zero: lowest compared OMol25 entry of this formula, charge and spin) (kJ/mol): 762.8

CARTESIAN COORDINATES (ANGSTROEM)
S1 1.24 0.20 -2.69
O1 0.70 -0.75 0.88
O2 0.40 1.40 1.38
N1 -1.13 0.15 0.32
H1 -1.85 0.93 0.24
H2 0.03 -1.49 0.84
C1 0.65 -0.86 -1.84
N2 -0.04 0.41 0.86

No. 5
Molecular formula: C20H28N2O6S3
Method: DFT, ωB97M-V/def2-TZVPD

Gap between HOMO and LUMO (eV): 9.529
SMILES string: CCN(CC)S(=O)(=O)c1cccc(S(=O)(=O)c2cccc(S(=O)(=O)N(CC)CC)c2)c1
Relative energy (zero: lowest compared OMol25 entry of this formula, charge and spin) (kJ/mol): 16.6

CARTESIAN COORDINATES (ANGSTROEM)
C1 -1.07 1.75 -3.43
H1 1.47 -4.02 -2.97
O1 4.26 -2.15 0.51
C2 1.40 -2.27 -1.72
H2 1.72 0.70 -1.00
O2 -1.61 -1.87 -0.39
C3 1.82 -3.71 -2.00
C4 1.39 -2.36 0.75
H3 -3.82 -2.65 2.87
H4 -3.90 -2.60 1.10
O3 -3.70 -1.10 -1.43
N1 -2.91 -0.09 0.81
S1 -2.54 -0.81 -0.64
H5 0.36 -2.63 0.55
C5 -0.25 2.57 -2.68
C6 -1.78 0.73 -2.82
H6 -1.17 1.91 -4.50
H7 -3.47 1.99 2.54
H8 0.31 -2.19 -1.69
H9 4.99 2.54 2.21
H10 -4.37 2.93 1.35
H11 -2.90 -0.31 2.87
C7 4.27 2.14 1.52
C8 4.38 0.83 1.07
C9 -3.95 0.91 0.72
C10 -3.96 -2.00 2.01
C11 -2.86 -0.94 1.98
H12 -4.09 1.13 -0.34
H13 -4.94 -1.54 2.07
O4 4.02 -1.28 -1.78
C12 -0.14 2.35 -1.32
H14 -4.90 0.52 1.10
C13 3.45 0.33 0.17
C14 2.42 1.12 -0.29
H15 5.17 0.18 1.41
S2 0.89 3.43 -0.30
H16 2.50 -1.17 2.17
S3 3.52 -1.36 -0.44
H17 1.97 -3.26 1.00
H18 2.91 -3.77 -1.98
O5 1.34 4.54 -1.09
H19 1.41 -4.38 -1.25
N2 1.91 -1.74 -0.47
C15 3.21 2.93 1.08
C16 -3.58 2.19 1.47
H20 -2.44 0.08 -3.37
H21 0.98 -1.83 2.78
C17 -1.65 0.53 -1.45
H22 -1.88 -1.43 1.95
H23 1.79 -1.62 -2.51
H24 0.95 -0.45 1.67
C18 1.46 -1.38 1.92
H25 3.08 3.94 1.43
O6 0.14 3.72 0.90
H26 -2.65 2.60 1.10
H27 -0.74 1.18 0.37
H28 0.30 3.39 -3.12
C19 2.30 2.41 0.18
C20 -0.82 1.33 -0.69

No. 6
Molecular formula: C39H31BClF4N5O3Ti
Method: DFT, ωB97M-V/def2-TZVPD

Gap between HOMO and LUMO (spin up / spin down) (eV): 4.751 / 7.190
<S²>: 2.03
Total charge: -2
Relative energy (zero: lowest compared OMol25 entry of this formula, charge and spin) (kJ/mol): 60.0
Multiplicity: 3

CARTESIAN COORDINATES (ANGSTROEM)
C1 -0.60 -0.62 3.80
H1 2.15 -2.99 0.18
H2 -0.02 -2.29 2.55
C2 -1.74 -2.48 -1.82
C3 -3.26 1.76 2.49
H3 -4.19 4.60 -0.55
H4 -0.89 3.91 2.10
C4 3.58 2.48 1.22
C5 -1.42 0.04 2.88
C6 2.81 -2.71 -1.86
O1 1.55 0.49 -1.06
Ti1 -0.10 -0.30 -0.22
C7 1.82 -1.92 -2.44
C8 -2.57 4.38 0.84
C9 -0.30 0.00 5.01
C10 -2.15 0.66 -2.45
C11 -2.76 -1.11 1.38
C12 -2.89 -1.74 0.03
C13 2.57 1.07 -0.50
H5 -2.86 5.24 1.43
N1 -1.49 0.95 -1.30
C14 -3.00 2.87 -1.03
H6 -0.59 1.71 6.27
H7 0.39 -0.50 5.69
F1 2.69 -2.52 2.51
H8 -3.36 2.84 2.66
H9 -1.77 -0.19 -3.01
C15 -0.85 1.22 5.34
C16 -4.06 -2.97 -1.64
C17 -4.07 -2.30 -0.42
H10 5.38 -1.98 -3.96
H11 1.66 -4.26 -0.93
N2 0.53 -1.88 -1.85
H12 0.23 -0.99 -4.63
C18 -1.46 3.64 1.22
C19 2.10 -1.17 -3.60
C20 -1.78 1.79 4.49
C21 2.47 -3.58 -0.68
C22 -3.70 2.47 -2.19
O2 -0.32 -3.20 -3.57
H13 0.71 -2.29 4.15
C23 -3.23 1.37 -2.91
H14 4.86 -3.32 -1.94
H15 0.59 0.33 -3.51
C24 -0.20 -2.05 3.59
H16 -4.18 1.27 2.82
F2 3.85 -1.13 1.12
C25 2.45 1.89 0.65
O3 -3.70 -1.25 2.18
C26 4.95 1.52 -0.50
H17 1.07 3.34 1.44
H18 -3.70 1.06 -3.84
C27 4.38 -1.97 -3.54
H19 3.34 -4.17 -0.38
F3 2.69 -0.25 2.90
H20 -1.01 -2.70 3.94
H21 -4.95 -2.21 0.20
C28 1.13 2.33 1.02
N3 -1.58 -0.52 1.57
H22 -2.78 -3.61 -3.28
C29 1.02 -0.35 -4.24
Cl1 6.24 2.99 1.39
H23 5.94 1.37 -0.93
C30 -3.33 4.01 -0.26
C31 3.38 -1.22 -4.13
C32 4.09 -2.72 -2.41
C33 -1.12 2.50 0.49
N4 0.05 1.74 0.66
H24 -4.56 3.04 -2.53
H25 -4.97 -3.41 -2.02
C34 3.85 0.95 -1.09
F4 1.53 -1.11 1.09
C35 -1.89 2.09 -0.62
H26 3.59 -0.63 -5.03
H27 3.47 3.10 2.11
N5 -1.76 -1.80 -0.68
H28 -2.29 2.71 4.77
C36 -2.87 -3.08 -2.34
H29 3.94 0.33 -1.97
C37 4.81 2.27 0.66
C38 -2.11 1.20 3.27
H30 1.43 0.24 -5.06
C39 -0.41 -2.55 -2.52
H31 -3.17 1.59 1.42
B1 2.74 -1.25 1.93

No. 7
Molecular formula: C30H62BO4
Method: DFT, ωB97M-V/def2-TZVPD

Gap between HOMO and LUMO (eV): 6.943
Total charge: -1

CARTESIAN COORDINATES (ANGSTROEM)
H1 -1.75 -4.13 2.43
O1 -6.95 -2.41 1.52
H2 -0.88 3.71 -0.52
O2 -1.63 0.93 1.16
H3 -8.93 -4.28 1.73
C1 -3.40 -0.02 -1.35
C2 3.44 -0.14 0.47
H4 -7.94 -4.42 3.18
H5 -5.64 2.67 0.11
H6 2.47 -1.68 -0.68
C3 0.59 2.54 -2.60
H7 -2.58 0.81 1.25
C4 2.06 2.53 -2.12
H8 0.52 2.94 0.15
C5 3.06 -0.81 1.79
C6 -6.84 -3.82 1.40
H9 2.30 -0.24 2.32
H10 3.28 0.94 0.60
C7 -5.02 1.89 -0.30
H11 -2.03 -2.01 3.68
H12 5.60 2.87 -3.28
H13 -6.09 0.24 0.60
H14 6.17 0.42 -3.68
H15 3.23 3.99 -0.08
H16 6.68 2.86 -1.90
H17 7.24 0.47 -2.29
H18 5.50 0.70 -2.08
H19 3.91 -0.88 2.48
H20 1.93 -4.73 5.75
C8 -1.03 -2.38 3.43
H21 -2.26 2.90 1.05
C9 -5.64 -2.20 3.59
H22 4.48 -0.32 0.19
C10 2.44 -0.58 -0.61
H23 -1.45 -4.39 4.14
H24 -1.80 1.18 -3.32
H25 1.93 4.69 -1.93
H26 -5.66 -1.73 4.58
H27 4.42 3.20 -1.10
H28 -2.10 2.80 -2.71
H29 -0.68 -1.88 2.53
C11 -5.27 0.57 -0.04
H30 -5.86 -4.15 1.74
H31 -7.83 -5.66 1.93
C12 7.63 2.32 -5.01
H32 -3.75 3.29 -1.27
C13 -3.94 2.24 -1.08
H33 -7.80 -2.22 3.40
C14 -6.92 -1.89 2.84
H34 2.12 -4.75 3.29
H35 6.40 3.88 -5.84
H36 -2.76 -0.79 -1.76
H37 0.20 -4.41 5.65
H38 -0.36 -2.09 4.24
H39 2.65 -1.81 1.64
H40 5.50 2.43 -5.42
C15 6.35 0.92 -2.73
H41 -5.50 -3.27 3.73
B1 -0.47 1.78 -1.54
C16 2.69 3.95 -2.17
H42 -0.75 -0.50 -1.36
C17 -0.50 2.73 -0.20
C18 -1.91 1.76 -2.40
O3 7.64 2.79 -3.68
H43 0.51 2.02 -3.56
C19 -3.09 1.30 -1.62
H44 7.71 1.23 -5.03
C20 1.26 -4.27 3.76
O4 0.18 -4.45 2.87
H45 0.25 3.58 -2.74
H46 -4.78 -1.82 3.04
H47 0.62 -0.01 -2.31
H48 0.84 -5.94 5.06
H49 0.57 -0.96 0.34
H50 2.67 1.88 -2.75
H51 3.16 4.14 -3.14
C21 0.07 0.23 -1.38
C22 1.01 -0.12 -0.20
H52 2.68 -0.17 -1.60
H53 -4.63 -1.44 -0.38
H54 4.30 4.99 -1.10
H55 1.13 0.68 0.54
C23 -4.47 -0.39 -0.58
C24 -1.33 2.32 1.03
H56 6.53 2.43 -6.85
H57 -7.02 -0.81 2.73
H58 -0.78 2.62 1.94
H59 2.18 2.21 -1.09
C25 1.05 -4.87 5.14
H60 8.55 2.70 -5.46
C26 -7.95 -4.59 2.10
C27 3.74 4.05 -1.04
H61 -6.88 -4.03 0.33
H62 1.52 -3.20 3.83
C28 6.44 2.79 -5.83
C29 -1.06 -3.89 3.24
C30 6.52 2.42 -2.89

No. 8
Molecular formula: C3H5ClNO4S
Method: DFT, ωB97M-V/def2-TZVPD

Gap between HOMO and LUMO (spin up / spin down) (eV): 7.788 / 7.903
Total charge: -1
Relative energy (zero: lowest compared OMol25 entry of this formula, charge and spin) (kJ/mol): 155.3

CARTESIAN COORDINATES (ANGSTROEM)
H1 3.62 -0.80 -0.72
O1 -2.93 -0.88 -0.58
O2 -1.77 0.45 -2.36
C1 0.73 -0.62 -0.35
S1 -1.72 -0.18 -1.03
H2 2.63 -0.07 0.61
C2 3.01 -0.99 0.14
Cl1 -3.69 1.14 1.16
O3 0.93 0.49 0.13
O4 1.78 -1.51 -0.41
H3 -1.50 1.57 1.83
H4 3.36 -1.65 0.90
N1 -0.39 -1.12 -0.81
H5 -2.03 2.56 0.57
C3 -2.02 1.60 0.92

No. 9
Molecular formula: CH6N3S
Method: DFT, ωB97M-V/def2-TZVPD

Gap between HOMO and LUMO (eV): 7.613
Total charge: -1
Relative energy (zero: lowest compared OMol25 entry of this formula, charge and spin) (kJ/mol): 0.0

CARTESIAN COORDINATES (ANGSTROEM)
N1 -0.23 -1.21 0.08
H1 1.48 1.57 2.38
H2 0.04 -2.12 -0.25
C1 -0.33 -0.22 -0.86
N2 -0.29 1.03 -0.33
N3 -0.48 -0.39 -2.14
S1 0.54 0.72 2.81
H3 -0.54 -1.38 -2.36
H4 0.01 1.16 0.64
H5 0.08 -0.92 1.01
H6 -0.28 1.79 -0.99

No. 10
Molecular formula: C19H22AsN2O3ReS5Si
Method: DFT, ωB97M-V/def2-TZVPD

Gap between HOMO and LUMO (spin up / spin down) (eV): 4.392 / 4.410
Total charge: +2

CARTESIAN COORDINATES (ANGSTROEM)
C1 1.46 -18.76 -3.68
H1 4.12 -14.39 -0.57
C2 -3.79 -14.58 -1.33
S1 -1.09 -14.75 -0.79
C3 2.82 -18.82 -3.96
C4 1.82 -16.81 -2.44
N1 -0.09 -16.00 -1.44
C5 2.09 -15.03 -0.78
H2 -1.76 -13.55 -4.05
H3 -3.81 -13.49 -1.37
C6 -2.01 -13.85 -5.05
O1 -0.93 -13.59 -1.62
C7 -2.69 -15.40 -1.24
C8 3.46 -15.10 -1.10
H4 0.73 -19.49 -3.94
H5 -3.96 -18.44 -2.14
C9 4.01 -15.95 -2.02
H6 -6.17 -17.71 -3.38
Re1 -1.06 -17.48 -2.44
H7 -2.31 -17.32 -0.40
S2 -3.57 -21.58 -1.68
H8 -6.85 -17.91 -1.84
H9 0.29 -15.66 -7.15
H10 -2.49 -17.59 -6.93
C10 1.26 -15.85 -1.52
C11 -2.84 -16.62 -6.56
C12 0.17 -15.95 -6.12
H11 -7.19 -16.36 -2.78
S3 -1.81 -19.27 -3.73
H12 -5.84 -14.57 -1.62
C13 3.65 -17.80 -3.53
C14 3.18 -16.83 -2.72
H13 -3.14 -13.70 -5.15
O2 -0.92 -14.70 0.68
H14 0.96 -15.40 -5.57
S4 -0.14 -22.25 -2.81
H15 0.44 -17.05 -5.96
C15 -2.71 -16.87 -1.30
N2 0.94 -17.77 -2.97
C16 -3.90 -17.40 -1.90
H16 -3.77 -16.91 -6.04
H17 4.68 -17.83 -3.68
H18 5.13 -15.99 -2.22
H19 1.70 -14.42 0.06
C17 -6.41 -17.15 -2.45
H20 -3.11 -16.04 -7.42
C18 -5.00 -15.26 -1.66
Si1 -1.65 -15.70 -5.47
C19 -5.05 -16.62 -1.95
S5 -0.61 -19.15 -0.99
H21 3.12 -19.76 -4.40
H22 -1.41 -13.22 -5.71
O3 -1.64 -16.35 -3.92
As1 -1.64 -20.90 -2.18

Sequential maximum force output: 5.1, 2.8, 2.4, 3.3, 1.2, 0.3, 1.6, 3.3, 0.3, 3.9 eV Å⁻¹
Sequential M output: 1045.915, 488.600, 170.126, 106.106, 488.653, 787.833, 497.634, 186.596, 92.147, 775.946 g/mol